Record 1
A single CH2FNO molecule in a non-equilibrium geometry, computed with ωB97M-V with the def2-TZVPD basis set.

Calculated values
SMILES: F[C@@H]1NO1
Frontier orbital gap: 11.8 eV
Net charge: 0
E_HOMO: -10.67 eV
Energy relative to the best compared isomer or geometry (same formula, charge and spin): 88.8 kcal per mole
Spin multiplicity: 1

Last column: Mulliken charge in e.
Cartesian coordinates (Å):
F 0.994 1.185 0.869  -0.266
O -1.241 0.358 0.436  -0.254
N -0.500 -0.084 -0.645  -0.434
C 0.040 0.072 0.647  0.426
H -0.103 0.652 -1.169  0.238
H 0.280 -0.951 1.055  0.290

Cartesian forces, eV/Å:
-2.5 -2.8 -0.3
-2.1 2.3 2.3
1.8 -2.5 -1.9
2.6 -0.8 0.1
-0.2 1.9 -0.9
0.4 1.9 0.7



Record 2
A 10-piece molecular cluster, F6H18O9P overall in a non-equilibrium geometry, computed with ωB97M-V with the def2-TZVPD basis set.

Calculated values
Frontier orbital gap: 10.7 eV
Net charge: -1
E_HOMO: -7.93 eV
Energy relative to the best compared isomer or geometry (same formula, charge and spin): 5.7 kcal per mole
Spin multiplicity: 1

Last column: Mulliken charge in e.
Cartesian coordinates (Å):
P 0.391 0.091 -0.215  1.556
F -0.173 -0.179 -1.681  -0.326
F -0.765 -0.896 0.378  -0.375
F -0.578 1.346 -0.001  -0.417
F 1.352 -1.190 -0.433  -0.464
F 1.535 1.088 -0.767  -0.355
F 0.903 0.232 1.315  -0.400
O -3.593 -1.625 0.568  -0.693
O 1.374 2.881 -2.829  -0.679
O 4.390 1.251 -0.388  -0.671
O -1.334 -0.408 3.082  -0.617
O -0.468 -3.893 -1.505  -0.665
O 2.649 -1.385 2.693  -0.706
O -2.721 -2.300 -2.056  -0.617
O 2.025 3.011 1.713  -0.662
O -3.152 1.820 -1.020  -0.671
H -3.629 -2.160 -0.250  0.354
H -1.239 -0.064 2.181  0.269
H -1.751 -2.365 -2.038  0.300
H -2.688 -1.273 0.575  0.343
H 0.093 -3.204 -1.109  0.310
H 1.225 2.250 -2.090  0.409
H 1.216 3.483 1.488  0.318
H 0.890 3.674 -2.579  0.289
H -2.914 -1.617 -2.709  0.324
H 4.692 1.130 0.520  0.321
H 1.834 2.090 1.484  0.305
H -2.709 2.531 -0.548  0.308
H 3.438 1.062 -0.356  0.329
H 2.135 -0.973 3.398  0.302
H -2.884 1.017 -0.554  0.344
H 2.326 -0.948 1.893  0.383
H 0.131 -4.630 -1.657  0.275
H -2.000 0.153 3.495  0.281

Cartesian forces (eV/Å) of the 6 atoms listed first:
-0.8 -1.7 -0.3
-0.2 0.6 -0.5
-0.2 -0.1 -0.1
-0.1 0.4 0.1
0.5 0.1 0.4
0.2 -0.2 0.3



Record 3
C25H32BGdN3O8 as an isolated structure in a non-equilibrium geometry, computed with ωB97M-V with the def2-TZVPD basis set.

Calculated values
Frontier orbital gap (alpha / beta): 8.0 / 9.0 eV
Net charge: +1
E_HOMO (alpha / beta): -10.98 / -11.02 eV
Energy relative to the best compared isomer or geometry (same formula, charge and spin): 0.0 kcal per mole
Spin multiplicity: 8

Last column: Mulliken charge in e.
Cartesian coordinates (Å):
Gd 0.187 -0.501 -1.133  0.216
O -1.615 -0.492 2.711  -0.510
O 0.066 -0.805 1.275  -0.303
O -1.674 -1.047 -2.239  -0.559
O 2.845 -2.785 -2.255  -0.364
O -1.955 -0.216 -0.219  -0.598
O 2.254 0.488 -0.332  -0.293
O -1.600 -2.954 0.217  -0.336
O 1.501 -2.668 -0.428  0.616
N 3.997 -0.418 0.776  0.402
N 0.439 4.161 -1.364  -0.020
N 0.021 1.988 -1.404  -0.046
C -1.251 2.762 -4.815  -0.888
C 4.263 0.101 -1.584  -1.255
C -2.683 -2.442 -0.571  -0.536
C 5.330 -1.012 0.769  -1.199
C 3.401 -3.524 -1.246  0.668
C -0.373 2.541 -2.624  0.708
C 7.187 -5.408 -1.179  -1.948
C 2.918 -4.119 1.031  -1.401
C 4.586 -4.228 -1.253  -0.987
C 5.848 -7.216 -0.102  -1.677
C 2.581 -3.460 -0.132  0.440
C 4.114 -4.826 1.031  -0.773
C 3.434 0.064 -0.332  0.651
C -1.604 -2.549 1.565  -0.680
C 6.235 -5.730 -0.022  1.910
C 3.216 -0.503 2.004  -0.963
C 0.500 2.984 -0.706  -0.626
C 6.988 -5.479 1.295  -1.602
C -0.975 4.137 -4.789  -0.466
C 4.960 -4.892 -0.083  0.942
C -0.403 4.741 -3.689  -0.998
C -0.105 3.916 -2.611  0.399
C -2.152 -1.111 -1.075  0.838
C -0.978 -1.180 1.792  0.793
C -0.963 1.946 -3.740  -0.380
B 1.651 -2.240 -1.799  -0.279
H 0.905 2.892 0.289  0.542
H -1.711 2.340 -5.697  0.413
H 6.439 -5.856 2.158  0.353
H 5.326 -7.433 -1.035  0.385
H -3.591 -2.337 0.024  0.394
H 6.775 -5.706 -2.144  0.341
H 7.423 -4.342 -1.211  0.421
H 8.119 -5.955 -1.042  0.440
H 6.095 -0.264 0.557  0.371
H -0.200 5.804 -3.666  0.403
H 3.674 0.538 -2.385  0.218
H 0.755 5.052 -1.024  0.212
H 4.390 -5.358 1.931  0.349
H 4.554 -0.907 -1.881  0.315
H -2.835 -3.133 -1.395  0.326
H -1.226 4.741 -5.651  0.399
H -0.988 -3.270 2.105  0.342
H 5.173 0.685 -1.437  0.441
H 6.745 -7.836 -0.053  0.453
H 7.949 -5.992 1.270  0.456
H -2.611 -2.553 1.987  0.346
H -1.203 0.890 -3.756  0.441
H -1.212 0.376 2.845  0.398
H 7.172 -4.412 1.443  0.313
H 5.192 -7.491 0.726  0.350
H 2.283 -4.094 1.907  0.558
H 3.875 -0.368 2.859  0.480
H 2.455 0.270 2.004  0.256
H 5.189 -4.254 -2.150  0.425
H 5.526 -1.444 1.746  0.387
H 5.401 -1.813 0.032  0.375
H 2.720 -1.473 2.075  0.195

Cartesian forces (eV/Å) of the 6 atoms listed first:
2.0 2.0 1.2
-0.3 -0.1 0.2
-0.2 0.0 0.2
-0.3 -0.2 -0.5
-0.2 0.2 -0.6
-0.7 0.0 0.0



Record 4
A single C3H4OS2 molecule in a non-equilibrium geometry, computed with ωB97M-V with the def2-TZVPD basis set.

Calculated values
SMILES: S=C1OCCS1
Frontier orbital gap: 9.0 eV
Net charge: 0
E_HOMO: -8.67 eV
Energy relative to the best compared isomer or geometry (same formula, charge and spin): 18.2 kcal per mole
Spin multiplicity: 1

Last column: Mulliken charge in e.
Cartesian coordinates (Å):
S -0.547 -1.257 -0.148  -0.069
S 2.166 0.073 0.051  -0.285
O -0.096 1.239 0.039  -0.283
C 0.538 0.051 0.017  0.306
C -1.475 1.170 -0.238  -0.364
C -1.882 -0.149 0.382  -0.456
H -1.877 2.156 0.066  0.268
H -1.835 -0.064 1.451  0.270
H -1.629 1.082 -1.314  0.266
H -2.890 -0.570 0.085  0.347

Cartesian forces (eV/Å) of the 6 atoms listed first:
-0.6 -0.5 0.2
-0.2 -0.6 0.1
0.7 0.3 0.1
1.4 1.4 -0.4
-0.4 0.0 -0.7
-1.9 -0.3 -0.2